Below is a cluster of 12 separate species, C38H88Cl8N6O14P2 in total at a distorted geometry, with properties calculated with ωB97M-V with the def2-TZVPD basis set.

Each line ends with the Löwdin charge.
Cartesian coordinates (Å):
C 2.778 -0.751 -0.204  -0.046
C 1.623 -0.336 0.749  -0.283
O 0.514 -0.971 0.180  -0.206
P -0.899 -1.039 0.989  0.556
O -2.067 -1.485 0.154  -0.261
O -1.013 0.402 1.695  -0.188
C -2.231 1.176 1.649  -0.211
C -2.390 1.642 0.211  -0.083
O -0.492 -2.074 2.210  -0.203
C -0.371 -3.431 2.010  -0.318
C 0.500 -3.936 3.195  -0.032
H 2.793 -0.221 -1.157  0.071
H 3.782 -0.784 0.219  0.056
H 2.581 -1.808 -0.382  0.077
H 1.748 -0.608 1.797  0.082
H 1.526 0.750 0.729  0.070
H -3.114 0.697 2.072  0.127
H -2.070 2.102 2.200  0.088
H -2.342 0.881 -0.568  0.049
H -3.409 2.010 0.094  0.083
H -1.633 2.365 -0.095  0.030
H -1.364 -3.878 1.974  0.102
H 0.113 -3.753 1.088  0.095
H -0.283 -4.163 3.919  0.064
H 1.090 -4.839 3.037  0.067
H 0.998 -3.027 3.532  0.056
C 3.583 8.750 -3.552  -0.062
C 2.694 7.765 -4.280  -0.370
O 2.696 6.580 -3.616  -0.161
P 1.451 5.553 -3.897  0.574
O 0.083 6.209 -3.880  -0.249
O 1.873 4.696 -5.289  -0.198
C 2.152 5.408 -6.419  -0.328
C 1.689 4.419 -7.519  -0.048
O 1.692 4.513 -2.718  -0.208
C 2.918 3.823 -2.550  -0.235
C 2.719 2.939 -1.290  -0.070
H 3.664 9.718 -4.046  0.080
H 3.216 9.047 -2.569  0.080
H 4.517 8.191 -3.512  0.083
H 1.705 8.203 -4.413  0.121
H 3.155 7.680 -5.264  0.107
H 1.652 6.373 -6.503  0.114
H 3.207 5.668 -6.504  0.119
H 0.687 4.017 -7.368  0.061
H 1.852 4.895 -8.485  0.074
H 2.319 3.531 -7.570  0.076
H 3.153 3.207 -3.418  0.120
H 3.758 4.479 -2.322  0.119
H 3.437 2.124 -1.197  0.057
H 2.755 3.547 -0.386  0.051
H 1.694 2.583 -1.183  0.046
C 1.511 -6.410 -0.148  -0.113
N 2.673 -7.099 0.375  -0.173
C 3.739 -6.160 0.823  -0.020
C 2.759 -8.446 0.285  -0.365
O 3.719 -9.130 0.510  0.034
H 0.669 -7.101 -0.145  0.062
H 1.748 -5.941 -1.103  0.078
H 1.030 -5.684 0.508  0.045
H 3.304 -5.365 1.429  0.073
H 4.351 -6.723 1.527  0.086
H 4.302 -5.764 -0.022  0.088
H 1.810 -8.818 -0.132  0.131
C -4.558 -2.888 2.123  -0.064
N -4.796 -3.616 3.377  -0.178
C -3.759 -3.350 4.337  -0.072
C -5.911 -4.306 3.616  -0.389
O -6.676 -4.796 2.833  0.029
H -5.053 -3.429 1.316  0.069
H -3.525 -2.834 1.778  0.055
H -4.962 -1.885 2.264  0.085
H -2.812 -3.817 4.066  0.077
H -3.717 -2.303 4.635  0.087
H -3.971 -3.801 5.306  0.085
H -5.991 -4.513 4.694  0.133
C -1.647 3.335 -5.460  -0.030
N -0.973 2.527 -4.407  -0.152
C -1.111 2.862 -2.986  -0.045
C -0.274 1.416 -4.685  -0.317
O 0.169 0.608 -3.847  -0.059
H -2.728 3.378 -5.329  0.083
H -1.341 3.021 -6.458  0.077
H -1.369 4.385 -5.373  0.070
H -0.671 2.125 -2.314  0.071
H -0.654 3.821 -2.744  0.057
H -2.179 2.854 -2.767  0.088
H -0.239 1.199 -5.764  0.136
C 6.123 -2.169 -0.901  -0.061
N 6.724 -0.821 -1.006  -0.180
C 6.024 0.145 -1.890  -0.034
C 7.972 -0.517 -0.420  -0.294
O 8.493 0.573 -0.596  -0.003
H 6.799 -2.793 -0.317  0.077
H 5.948 -2.538 -1.912  0.090
H 5.208 -2.244 -0.313  0.055
H 6.668 1.024 -1.887  0.078
H 5.947 -0.147 -2.938  0.089
H 5.044 0.337 -1.454  0.050
H 8.400 -1.334 0.183  0.129
C -2.873 -7.629 0.072  -0.053
N -2.680 -7.273 1.452  -0.198
C -1.341 -7.227 1.977  -0.052
C -3.742 -7.069 2.292  -0.262
O -3.595 -6.810 3.525  -0.048
H -2.596 -6.798 -0.576  0.061
H -3.883 -7.995 -0.115  0.091
H -2.227 -8.489 -0.101  0.088
H -0.971 -8.252 1.938  0.099
H -0.679 -6.514 1.485  0.058
H -1.211 -6.960 3.026  0.089
H -4.716 -7.215 1.801  0.136
C -3.123 4.401 7.232  -0.030
N -3.012 3.805 5.867  -0.177
C -1.987 2.808 5.665  -0.057
C -3.829 4.176 4.871  -0.365
O -3.982 3.578 3.828  0.011
H -3.119 3.618 7.990  0.089
H -3.973 5.040 7.473  0.085
H -2.293 5.106 7.292  0.085
H -2.285 1.837 6.059  0.102
H -1.741 2.621 4.620  0.068
H -1.023 3.190 6.000  0.084
H -4.466 5.032 5.143  0.141
Cl -4.158 -1.833 -3.852  0.552
C -3.852 -0.309 -2.915  -0.597
C -5.027 -0.068 -1.912  -0.629
Cl -5.129 -1.477 -0.863  0.616
H -3.694 0.514 -3.612  0.065
H -2.875 -0.512 -2.477  0.028
H -6.001 0.196 -2.325  0.074
H -4.744 0.814 -1.338  0.045
Cl -0.795 -4.901 -2.157  0.585
C -1.472 -3.418 -2.842  -0.674
C -0.402 -2.297 -2.825  -0.705
Cl 0.743 -2.465 -4.121  0.608
H -2.396 -3.210 -2.304  0.028
H -1.683 -3.675 -3.880  0.044
H 0.031 -2.117 -1.841  0.047
H -0.932 -1.351 -2.932  0.032
Cl 2.299 -0.347 4.721  0.536
C 1.115 1.054 4.956  -0.576
C 1.902 2.295 4.592  -0.691
Cl 2.312 2.388 2.893  0.638
H 0.697 1.027 5.962  0.075
H 0.252 0.964 4.295  0.054
H 2.789 2.277 5.225  0.069
H 1.339 3.213 4.756  0.057
Cl -1.991 6.839 1.445  0.575
C -1.731 5.246 2.181  -0.672
C -0.285 4.766 1.971  -0.707
Cl 0.015 4.511 0.305  0.678
H -2.491 4.556 1.814  0.053
H -1.897 5.266 3.258  0.054
H 0.086 3.856 2.444  0.009
H 0.419 5.513 2.338  0.072

The calculation puts the frontier orbital gap at 8.86 eV. As for the SMILES: CCOP(=O)(OCC)OCC.CCOP(=O)(OCC)OCC.CN(C)C=O.CN(C)C=O.CN(C)C=O.CN(C)C=O.CN(C)C=O.CN(C)C=O.ClCCCl.ClCCCl.ClCCCl.ClCCCl. The calculation puts the total energy at -7246.9393 Eh. The charge is 0. The value obtained for the HOMO energy is -8.924 eV. For the lowest unoccupied orbital energy, the calculation gives -0.1 eV.

***

Below is an isolated molecule of C28H32N4O4 at a distorted geometry, with properties calculated with ωB97M-V with the def2-TZVPD basis set.

Each line ends with the Löwdin charge.
Cartesian coordinates (Å):
N 6.347 -1.210 -1.795  0.180
C 5.236 -1.659 -1.181  -0.540
O 4.913 -2.831 -1.200  0.042
C 4.395 -0.603 -0.491  -0.041
C 3.101 -0.356 -1.289  -0.245
N 2.415 -1.620 -1.488  0.114
C 1.212 -1.671 -2.095  -0.474
O 0.663 -0.695 -2.560  0.094
C 0.541 -3.045 -2.059  -0.039
C -0.607 -2.888 -1.099  -0.161
C -1.843 -2.563 -1.600  -0.021
C -2.927 -2.287 -0.758  -0.072
C -2.764 -2.301 0.597  -0.047
C -1.512 -2.624 1.160  -0.168
C -1.327 -2.629 2.559  -0.039
C -0.121 -2.956 3.109  -0.081
C 0.950 -3.310 2.277  -0.082
C 0.805 -3.305 0.917  -0.042
C -0.418 -2.945 0.309  -0.109
C 2.182 0.578 -0.540  -0.191
C 1.478 0.113 0.575  -0.001
C 0.518 0.876 1.181  0.013
C 0.188 2.178 0.731  -0.143
N -0.931 2.805 1.181  -0.063
C -1.653 3.772 0.382  -0.149
C -1.997 3.261 -1.023  -0.144
C -2.424 1.794 -1.070  -0.185
C -3.761 1.458 -0.407  -0.189
C -3.888 1.667 1.108  -0.192
C -2.699 1.173 1.940  -0.166
C -1.674 2.264 2.298  -0.157
C 1.070 2.707 -0.250  -0.089
N 1.181 4.085 -0.554  -0.355
O 1.693 4.415 -1.613  0.058
O 0.823 4.896 0.294  0.050
C 1.990 1.883 -0.912  0.062
H 6.603 -0.239 -1.805  0.105
H 6.924 -1.866 -2.295  0.116
H 4.935 0.336 -0.382  0.125
H 4.123 -0.974 0.499  0.133
H 3.347 0.091 -2.263  0.161
H 2.946 -2.457 -1.280  0.108
H 1.241 -3.825 -1.764  0.114
H 0.156 -3.265 -3.055  0.126
H -1.984 -2.506 -2.669  0.118
H -3.888 -2.055 -1.195  0.104
H -3.587 -2.068 1.258  0.114
H -2.167 -2.372 3.189  0.112
H 0.013 -2.957 4.181  0.102
H 1.896 -3.590 2.719  0.105
H 1.644 -3.593 0.303  0.101
H 1.653 -0.888 0.939  0.103
H -0.026 0.430 1.995  0.099
H -1.083 4.706 0.310  0.102
H -2.569 4.013 0.918  0.110
H -2.793 3.892 -1.423  0.119
H -1.134 3.373 -1.683  0.104
H -1.635 1.166 -0.656  0.100
H -2.510 1.513 -2.122  0.117
H -3.952 0.403 -0.615  0.087
H -4.552 2.035 -0.893  0.111
H -4.084 2.716 1.333  0.097
H -4.781 1.119 1.423  0.106
H -2.209 0.353 1.415  0.086
H -3.071 0.780 2.889  0.112
H -2.200 3.098 2.772  0.128
H -0.971 1.874 3.037  0.118
H 2.560 2.327 -1.714  0.130

The calculation puts the frontier orbital gap at 7.79 eV. As for the SMILES: NC(=O)C[C@@H](NC(=O)Cc1cccc2ccccc12)c1ccc(N2CCCCCCC2)c([N+](=O)[O-])c1. The calculation puts the total energy at -1606.1316 Eh. The charge is 0. The value obtained for the HOMO energy is -7.742 eV. For the lowest unoccupied orbital energy, the calculation gives 0.0 eV. The energy above the lowest of the compared OMol25 structures with the same formula, charge and spin comes out at 3.483 eV.

***

Below is a cluster of 2 separate species, C26H24F6N in total at a distorted geometry, with properties calculated with ωB97M-V with the def2-TZVPD basis set.

Each line ends with the Löwdin charge.
Cartesian coordinates (Å):
F -4.503 3.703 -1.371  0.135
C -4.337 2.507 -2.004  -0.506
F -5.249 1.633 -1.468  0.126
F -4.700 2.692 -3.320  0.134
C -2.948 1.962 -1.866  -0.077
C -2.772 0.599 -2.109  0.021
C -1.513 0.054 -1.968  0.019
C -0.393 0.843 -1.544  -0.186
C 0.867 0.224 -1.321  0.127
C 2.117 0.814 -1.671  -0.161
C 2.293 2.134 -2.219  0.037
C 3.552 2.709 -2.332  0.038
C 4.678 1.939 -2.019  -0.062
C 6.044 2.551 -2.002  -0.506
F 6.952 1.742 -1.372  0.127
F 6.538 2.795 -3.261  0.140
F 6.046 3.744 -1.335  0.142
C 4.554 0.590 -1.670  0.032
C 3.301 0.029 -1.517  0.029
C -0.622 2.239 -1.331  0.005
C -1.886 2.794 -1.492  0.037
H -3.611 -0.008 -2.444  0.143
H -1.353 -0.998 -2.231  0.136
H 0.874 -0.836 -0.984  0.142
H 1.421 2.692 -2.582  0.121
H 3.657 3.730 -2.719  0.148
H 5.433 -0.027 -1.547  0.136
H 3.201 -1.042 -1.306  0.137
H 0.208 2.894 -1.036  0.120
H -2.029 3.863 -1.359  0.137
C -4.681 -3.052 2.198  -0.078
C -3.834 -3.704 3.108  -0.069
C -2.449 -3.659 2.923  -0.039
C -1.896 -2.977 1.830  -0.228
C -0.380 -2.921 1.633  -0.112
C 0.222 -1.659 2.219  -0.368
C 1.756 -1.511 2.229  -0.124
C 1.989 0.019 2.215  -0.165
C 0.595 0.619 2.059  -0.198
N -0.233 -0.479 1.491  -0.027
C -2.746 -2.306 0.946  -0.070
C -4.132 -2.331 1.123  -0.075
H -5.757 -3.085 2.337  0.103
H -4.256 -4.260 3.950  0.110
H -1.781 -4.162 3.628  0.117
H 0.080 -3.794 2.103  0.122
H -0.146 -2.967 0.555  0.118
H -0.144 -1.539 3.271  0.162
H 2.243 -2.021 3.071  0.120
H 2.197 -1.938 1.315  0.102
H 2.474 0.388 3.128  0.115
H 2.643 0.287 1.376  0.085
H 0.136 0.824 3.059  0.128
H 0.602 1.532 1.456  0.097
H -1.232 -0.304 1.656  0.119
H -2.312 -1.761 0.104  0.084
H -4.780 -1.804 0.418  0.102

The calculation puts the frontier orbital gap at 4.91 eV. The calculation puts the total energy at -1658.8557 Eh. The charge is +1. The value obtained for the HOMO energy is -11.362 eV. For the lowest unoccupied orbital energy, the calculation gives -6.5 eV.